# 1
# C5H5NO

C5H5NO in the gas phase in a non-equilibrium geometry (wB97M-V/def2-TZVPD, the OMol25 dataset).

```
! RIJCOSX wB97M-V def2-TZVPD def2/J DEFGRID3
* xyz 0 1
N -0.492 2.242 2.492
C -0.252 1.423 1.728
C -0.117 0.515 0.639
C -0.432 0.985 -0.688
O -0.234 0.093 -1.656
C 0.515 -0.980 -1.051
C 0.125 -0.896 0.469
H -1.014 1.915 -0.991
H 1.608 -0.671 -1.040
H 0.273 -1.857 -1.626
H 0.835 -1.364 1.099
H -0.814 -1.405 0.624
*
```

Computed properties:
Highest occupied orbital energy ... -8.77 eV
HOMO-LUMO gap ... 9.405 eV
SMILES string ... N#CC1=COCC1
LUMO energy ... 0.64 eV


# 2
# C5H5NO2

C5H5NO2 as an isolated structure in a non-equilibrium geometry (wB97M-V/def2-TZVPD, the OMol25 dataset).

```
! RIJCOSX wB97M-V def2-TZVPD def2/J DEFGRID3
* xyz 0 1
C 0.983 1.294 -0.029
C -0.425 1.660 0.012
C 0.665 -0.043 0.045
C -0.886 0.374 -0.094
C 1.350 -1.409 0.078
N -2.037 -0.338 0.034
O -3.130 0.181 -0.031
O -1.914 -1.543 0.028
H 1.787 2.038 -0.026
H -0.752 2.704 -0.118
H 0.690 -1.925 0.655
H 2.466 -1.291 0.342
H 1.201 -1.701 -0.894
*
```

Computed properties:
Highest occupied orbital energy (alpha / beta) ... -8.51 / -8.44 eV
HOMO-LUMO gap (alpha / beta) ... 7.403 / 7.067 eV
LUMO energy (alpha / beta) ... -1.10 / -1.37 eV


Across the entries above, relative energy (zero: lowest compared OMol25 entry of this formula, charge and spin) takes the values 167.1; 750.2 kJ/mol, respectively.
Across the entries above, calculated total energy takes the values -323.45605; -398.49273 Eh, respectively.